Record 1
Formula: C11H15N
Source: the OMol25 dataset
Level of theory: ωB97M-V with the def2-TZVPD basis set

Structure (XYZ):
```
27
C11H15N | the OMol25 dataset | ωB97M-V with the def2-TZVPD basis set
C -0.52 2.17 1.39
C 0.43 1.01 1.21
C 1.01 0.36 2.26
N 1.83 -0.65 1.76
C 1.83 -0.61 0.38
C 2.57 -1.32 -0.55
C 2.60 -0.93 -1.84
C 1.75 0.14 -2.28
C 0.95 0.77 -1.38
C 0.94 0.45 0.01
H -1.34 2.06 0.69
H 0.02 3.10 1.25
H -0.97 2.07 2.38
H 0.87 0.43 3.33
H 1.99 -1.50 2.27
H 3.11 -2.19 -0.16
H 3.23 -1.29 -2.64
H 1.50 0.19 -3.33
H 0.30 1.57 -1.71
C -2.50 -1.42 -0.24
C -3.04 -0.01 -0.54
H -3.09 -2.28 -0.56
H -1.55 -1.52 -0.77
H -2.34 -1.57 0.83
H -3.38 0.13 -1.57
H -2.29 0.72 -0.27
H -3.92 0.14 0.09
```

Properties
Structure (SMILES)   Cc1c[nH]c2ccccc12.CC
Net charge   0
Orbital gap   8.9 eV
HOMO   -7.94 eV
Electronic energy   -13140.0443 eV
Energy relative to the best compared isomer or geometry (same formula, charge and spin)   0.747 eV

Record 2
Formula: C6H14N2O2
Source: the OMol25 dataset
Level of theory: ωB97M-V with the def2-TZVPD basis set

Structure (XYZ):
```
24
C6H14N2O2 | the OMol25 dataset | ωB97M-V with the def2-TZVPD basis set
C 0.71 -0.70 -2.72
N 1.83 -1.14 -1.73
C 1.43 -1.43 -0.44
C 2.41 -1.64 0.71
O 0.24 -1.52 -0.11
H -0.19 -0.13 -2.30
H 1.05 0.10 -3.34
H 0.29 -1.55 -3.31
H 2.74 -1.03 -2.08
H 3.43 -2.09 0.37
H 2.78 -0.67 1.23
H 2.10 -2.38 1.59
C -2.05 1.79 -0.73
N -1.40 1.28 0.45
C -1.93 0.93 1.63
C -1.09 0.61 2.78
O -3.14 1.14 1.80
H -3.06 1.49 -1.05
H -1.84 2.86 -0.87
H -1.41 1.43 -1.59
H -0.31 1.23 0.35
H -0.38 1.31 3.10
H -0.54 -0.33 2.58
H -1.70 0.46 3.68
```

Properties
Structure (SMILES)   CNC(C)=O.CNC(C)=O
Net charge   0
Orbital gap   9.6 eV
HOMO   -9.02 eV
Electronic energy   -13523.1173 eV
Energy relative to the best compared isomer or geometry (same formula, charge and spin)   2.507 eV

Record 3
Formula: C13H36BrN3O3
Source: the OMol25 dataset
Level of theory: ωB97M-V with the def2-TZVPD basis set

Structure (XYZ):
```
56
C13H36BrN3O3 | the OMol25 dataset | ωB97M-V with the def2-TZVPD basis set
Br 0.76 0.87 -1.63
C 1.23 4.85 -1.90
C -0.34 4.82 -1.63
O -1.04 5.57 -2.24
N -0.89 3.88 -0.65
H -0.43 2.99 -0.69
H -0.83 4.15 0.32
C -2.30 3.42 -1.10
H 1.73 3.88 -1.91
H 1.69 5.41 -1.08
H 1.51 5.36 -2.82
H -2.75 2.91 -0.26
H -2.12 2.72 -1.92
H -2.92 4.30 -1.24
C -3.79 -1.27 -0.05
N -2.98 -2.57 -0.20
C -2.73 -3.05 1.28
C -4.00 -3.55 -0.93
C -1.62 -2.40 -0.98
C -1.77 -2.11 -2.44
O -2.30 -0.79 -2.54
H -3.12 -0.52 0.40
H -4.71 -1.47 0.50
H -4.10 -1.08 -1.08
H -2.33 -4.07 1.26
H -3.70 -3.11 1.76
H -2.13 -2.35 1.86
H -4.82 -3.68 -0.23
H -3.32 -4.35 -1.25
H -4.28 -3.13 -1.90
H -1.15 -3.38 -0.83
H -1.10 -1.64 -0.39
H -2.48 -2.75 -2.95
H -0.82 -2.24 -2.97
H -1.63 -0.12 -2.38
C 4.05 0.12 0.33
N 3.18 -0.79 1.26
C 2.66 -1.96 0.41
C 3.94 -1.53 2.45
C 2.05 0.05 1.82
C 2.36 1.47 2.35
O 3.42 1.48 3.24
H 4.89 -0.42 -0.10
H 4.51 0.90 0.93
H 3.47 0.53 -0.49
H 3.53 -2.34 -0.13
H 2.08 -1.42 -0.34
H 2.04 -2.70 0.92
H 4.34 -0.70 3.03
H 4.82 -1.97 1.99
H 3.31 -2.18 3.06
H 1.85 -0.55 2.71
H 1.21 0.04 1.13
H 1.55 1.96 2.89
H 2.71 2.20 1.62
H 3.56 2.31 3.70
```

Properties
Multiplicity   2
Net charge   +3
Orbital gap (alpha / beta)   10.4 / 5.1 eV
HOMO (alpha / beta)   -18.72 / -18.72 eV
Electronic energy   -94689.6559 eV
Energy relative to the best compared isomer or geometry (same formula, charge and spin)   1.490 eV

Record 4
Formula: C6H24FN12O6Ti
Source: the OMol25 dataset
Level of theory: ωB97M-V with the def2-TZVPD basis set

Structure (XYZ):
```
50
C6H24FN12O6Ti | the OMol25 dataset | ωB97M-V with the def2-TZVPD basis set
Ti -0.61 -4.60 0.89
F 0.09 -1.34 0.58
C 1.03 3.99 1.29
O 1.38 3.67 2.35
N 0.42 3.18 0.49
N 1.26 5.14 0.77
H -0.11 3.59 -0.27
H 0.13 2.29 0.88
H 1.73 5.84 1.33
H 0.74 5.37 -0.07
C 4.22 -1.18 3.97
O 5.06 -1.65 4.68
N 4.36 -0.13 3.20
N 3.05 -1.65 3.94
H 5.18 0.45 3.28
H 3.57 0.02 2.59
H 2.49 -1.34 3.16
H 2.80 -2.41 4.55
C -5.65 -0.26 -1.78
O -6.44 -0.55 -0.86
N -4.60 -0.91 -1.85
N -5.82 0.56 -2.76
H -4.09 -0.49 -2.62
H -4.26 -1.16 -0.93
H -5.26 0.48 -3.60
H -6.52 1.29 -2.71
C -2.61 1.05 4.00
O -3.49 1.61 4.59
N -2.73 0.50 2.87
N -1.39 0.73 4.44
H -3.52 0.62 2.24
H -1.96 -0.03 2.48
H -1.02 0.97 5.35
H -0.85 0.12 3.84
C -0.64 -3.89 -3.78
O -1.01 -4.58 -2.85
N -0.10 -2.72 -3.56
N -0.76 -4.08 -5.04
H 0.03 -2.41 -2.60
H 0.37 -2.29 -4.35
H -1.07 -5.00 -5.31
H -0.70 -3.33 -5.71
C 3.81 0.45 -2.49
O 4.74 0.04 -3.11
N 3.46 -0.29 -1.48
N 3.13 1.58 -2.55
H 2.48 -0.20 -1.24
H 3.89 -1.18 -1.25
H 2.42 1.75 -1.86
H 3.36 2.36 -3.15
```

Properties
Multiplicity   4
Net charge   0
Orbital gap (alpha / beta)   6.8 / 7.5 eV
HOMO (alpha / beta)   -8.88 / -9.33 eV
Electronic energy   -62606.4728 eV
Energy relative to the best compared isomer or geometry (same formula, charge and spin)   9.932 eV

Record 5
Formula: C9H10N2O
Source: the OMol25 dataset
Level of theory: ωB97M-V with the def2-TZVPD basis set

Structure (XYZ):
```
22
C9H10N2O | the OMol25 dataset | ωB97M-V with the def2-TZVPD basis set
C -0.46 -0.84 -1.51
C -0.40 -0.69 -0.01
C -1.32 0.24 0.69
C -2.76 -0.06 0.61
O -3.27 -1.13 0.42
C -0.97 1.49 0.94
C 0.49 1.87 0.54
C 1.40 0.70 0.60
N 2.67 0.70 0.80
C 3.04 -0.60 0.77
C 2.00 -1.45 0.60
N 0.90 -0.57 0.49
H -0.06 0.13 -1.83
H -1.43 -0.93 -1.92
H 0.02 -1.73 -1.97
H -0.76 -1.66 0.49
H -3.43 0.73 0.60
H -1.73 2.20 1.28
H 0.99 2.72 1.13
H 0.53 2.19 -0.58
H 4.15 -0.88 0.87
H 1.87 -2.44 0.84
```

Properties
Structure (SMILES)   C[C@@H]1C(C=O)=CCc2nccn21
Net charge   0
Orbital gap   8.9 eV
HOMO   -8.82 eV
Electronic energy   -14520.9955 eV
Energy relative to the best compared isomer or geometry (same formula, charge and spin)   2.928 eV

Record 6
Formula: C6H8N4O
Source: the OMol25 dataset
Level of theory: ωB97M-V with the def2-TZVPD basis set

Structure (XYZ):
```
19
C6H8N4O | the OMol25 dataset | ωB97M-V with the def2-TZVPD basis set
H 1.57 2.62 -2.26
N 1.92 1.70 -2.21
C 1.37 1.07 -1.26
N 0.26 1.48 -0.63
C -0.51 0.77 0.28
C -1.33 1.30 1.18
C -0.28 -0.73 0.29
C -1.21 -1.66 0.65
N 1.00 -1.20 -0.16
C 1.77 -0.52 -1.05
N 2.79 -1.05 -1.62
O 3.60 -0.62 -2.49
H -0.13 2.35 -1.02
H -1.41 2.31 1.32
H -1.93 0.81 2.01
H -1.03 -2.65 0.27
H -2.21 -1.41 0.93
H 1.27 -2.13 -0.18
H 2.92 -2.04 -1.40
```

Properties
Structure (SMILES)   [H]/N=c1\[nH]c(=C)c(=C)[nH]\c1=[NH+]\[O-]
Net charge   0
Orbital gap (alpha / beta)   8.0 / 8.0 eV
HOMO (alpha / beta)   -7.55 / -7.56 eV
Electronic energy   -14354.8008 eV
Energy relative to the best compared isomer or geometry (same formula, charge and spin)   4.606 eV